Record 1
Molecular formula: C2H4Cl3N2
Method: DFT, ωB97M-V/def2-TZVPD

## Properties
Energy above the lowest of the compared OMol25 structures with the same formula, charge and spin   1.055 eV
Strongest force on any atom   3.42 eV Å⁻¹
Energy   -42678.003 eV
Charge   +1
Molecular weight   162.43 g/mol
E_HOMO   -15.39 eV
Kohn-Sham gap   10.638 eV

Last column: Mulliken charge in e.
Geometry (Å):
1 C -0.11 0.63 -0.10  0.628
2 C 2.74 0.44 0.25  0.142
3 N -1.34 0.08 -0.16  -0.387
4 N 1.02 0.10 -0.54  -0.371
5 Cl 0.10 2.04 0.95  -0.124
6 Cl 3.19 -1.24 0.59  -0.039
7 Cl 3.59 1.21 -0.93  0.025
8 H 2.49 1.01 1.15  0.304
9 H -1.66 -0.41 -0.99  0.287
10 H -2.00 0.71 0.21  0.248
11 H 1.23 -0.62 -1.27  0.287

***

Record 2
Molecular formula: C3H6BBrO2
Method: DFT, ωB97M-V/def2-TZVPD

## Properties
Energy above the lowest of the compared OMol25 structures with the same formula, charge and spin   1.164 eV
Strongest force on any atom   5.31 eV Å⁻¹
Energy   -78022.670 eV
SMILES   C=C[C@@H](Br)B(O)O
Molecular weight   164.80 g/mol
E_HOMO   -9.11 eV
Kohn-Sham gap   9.508 eV

Last column: Mulliken charge in e.
Geometry (Å):
1 C 0.64 1.38 -1.13  -0.980
2 C -0.64 1.21 -0.89  0.044
3 C -1.08 0.32 0.28  -0.471
4 Br -3.05 0.11 0.42  -0.181
5 B -0.40 -1.42 -0.08  0.700
6 O -0.69 -2.43 0.78  -0.517
7 O 0.53 -1.74 -1.01  -0.543
8 H 1.02 1.85 -1.92  0.388
9 H 1.46 1.16 -0.32  0.207
10 H -1.35 1.36 -1.68  0.290
11 H -0.66 0.49 1.24  0.438
12 H -0.31 -3.29 0.83  0.321
13 H 1.03 -1.39 -1.68  0.304

***

Record 3
Molecular formula: C5H16N3
Method: DFT, ωB97M-V/def2-TZVPD

## Properties
Energy above the lowest of the compared OMol25 structures with the same formula, charge and spin   1.079 eV
Strongest force on any atom   3.49 eV Å⁻¹
Energy   -9908.638 eV
Charge   +1
Molecular weight   118.20 g/mol
E_HOMO   -14.01 eV
Kohn-Sham gap   10.746 eV

Last column: Mulliken charge in e.
Geometry (Å):
1 C 0.02 2.57 -0.78  -1.054
2 C -1.72 1.20 0.25  0.786
3 N -0.81 2.20 0.36  -0.157
4 N -2.59 1.05 1.25  -0.437
5 N -2.03 0.56 -0.87  -0.406
6 H -0.62 2.83 1.12  0.258
7 H -2.53 1.51 2.15  0.220
8 H -3.22 0.24 1.18  0.234
9 H -1.47 0.81 -1.69  0.259
10 H -2.98 0.33 -1.14  0.247
11 H -0.52 3.22 -1.51  0.360
12 H 0.61 1.78 -1.20  0.359
13 H 0.79 3.24 -0.30  0.326
14 C 0.96 -1.70 0.11  0.372
15 C 2.10 -1.38 1.14  -1.103
16 C 1.38 -2.76 -0.91  -1.319
17 H 0.82 -0.79 -0.52  -0.156
18 H 0.09 -1.88 0.75  0.280
19 H 3.03 -1.62 0.61  0.327
20 H 2.13 -0.30 1.47  0.275
21 H 0.55 -3.20 -1.49  0.348
22 H 1.97 -2.00 2.02  0.300
23 H 1.92 -3.57 -0.40  0.344
24 H 2.11 -2.36 -1.61  0.337

***

Record 4
Molecular formula: C5H14NO
Method: DFT, ωB97M-V/def2-TZVPD

## Properties
Energy above the lowest of the compared OMol25 structures with the same formula, charge and spin   3.087 eV
Strongest force on any atom   4.33 eV Å⁻¹
Energy   -8940.921 eV
Charge   +1
Molecular weight   104.17 g/mol
E_HOMO   -13.75 eV
Kohn-Sham gap   10.213 eV

Last column: Mulliken charge in e.
Geometry (Å):
1 C 1.73 0.44 1.07  -1.125
2 C 0.77 -0.60 1.66  -0.681
3 C -0.13 -1.09 0.62  -0.370
4 C -1.02 -0.13 -0.07  0.627
5 C -1.77 -0.36 -1.16  -1.275
6 N -0.97 1.30 0.43  -0.222
7 H 2.74 0.38 1.57  0.329
8 H 1.97 0.19 0.06  0.294
9 H 1.68 1.46 1.36  0.382
10 H 1.20 -1.36 2.18  0.418
11 H 0.12 -0.29 2.59  0.260
12 H -0.80 -1.92 0.96  0.349
13 H 0.45 -1.56 -0.27  0.240
14 H -2.40 0.30 -1.61  0.320
15 H -1.83 -1.32 -1.59  0.301
16 H -0.19 1.88 0.12  0.302
17 H -1.75 1.79 -0.09  0.405
18 H -1.04 1.30 1.55  0.411
19 H 1.23 0.91 -2.15  0.288
20 H 1.39 -0.45 -2.79  0.281
21 O 0.82 0.00 -2.20  -0.535

***

Record 5
Molecular formula: C3H12NO2
Method: DFT, ωB97M-V/def2-TZVPD

## Properties
Energy above the lowest of the compared OMol25 structures with the same formula, charge and spin   0.981 eV
Strongest force on any atom   2.00 eV Å⁻¹
Energy   -8883.893 eV
Charge   +1
Molecular weight   94.13 g/mol
E_HOMO   -14.00 eV
Kohn-Sham gap   10.887 eV

Last column: Mulliken charge in e.
Geometry (Å):
1 C -1.26 3.14 0.65  -1.209
2 C -1.35 1.71 0.33  0.153
3 C -0.78 1.11 -0.69  -0.266
4 N -0.84 -0.38 -0.86  -0.260
5 H -0.62 3.43 1.49  0.315
6 H -2.23 3.47 1.05  0.329
7 H -0.83 3.74 -0.16  0.330
8 H -1.91 1.11 1.09  0.255
9 H -0.35 1.49 -1.60  0.284
10 H -1.78 -0.76 -0.77  0.378
11 H -0.25 -0.79 -0.04  0.338
12 H -0.45 -0.76 -1.73  0.361
13 H 1.53 -1.73 0.90  0.320
14 H 0.15 -2.08 1.58  0.337
15 O 0.62 -1.44 1.02  -0.675
16 H 3.60 -2.56 -0.85  0.324
17 H 2.47 -3.58 -1.02  0.309
18 O 2.76 -2.84 -0.48  -0.623

***

Record 6
Molecular formula: C5H15NO2Rb
Method: DFT, ωB97M-V/def2-TZVPD

## Properties
Energy above the lowest of the compared OMol25 structures with the same formula, charge and spin   0.000 eV
Strongest force on any atom   2.12 eV Å⁻¹
Energy   -11662.673 eV
Charge   +1
Molecular weight   206.65 g/mol
E_HOMO   -12.65 eV
Kohn-Sham gap   9.317 eV

Last column: Mulliken charge in e.
Geometry (Å):
1 Rb 0.02 -2.15 -1.29  0.941
2 C 3.01 -4.11 -3.39  -0.547
3 O 1.98 -3.05 -3.21  -0.486
4 H 3.78 -3.88 -2.66  0.220
5 H 2.56 -5.06 -3.10  0.251
6 H 3.41 -4.14 -4.41  0.279
7 H 1.53 -2.94 -4.05  0.297
8 C -1.31 1.21 -0.76  -1.187
9 C -0.38 0.90 0.39  0.388
10 C -0.43 1.86 1.57  -0.900
11 O -1.68 1.91 2.17  -0.327
12 C -1.64 2.76 3.30  -0.760
13 N -0.59 -0.42 0.97  -0.548
14 H -1.18 0.49 -1.57  0.179
15 H -1.08 2.13 -1.32  0.382
16 H -2.35 1.39 -0.49  0.282
17 H 0.67 0.79 0.11  0.373
18 H -0.29 2.90 1.27  0.430
19 H 0.33 1.56 2.30  0.380
20 H -2.62 2.84 3.78  0.276
21 H -1.27 3.74 3.02  0.296
22 H -1.12 2.30 4.14  0.320
23 H -1.44 -0.38 1.52  0.234
24 H 0.08 -0.65 1.69  0.227

***

Which value of E_HOMO does entry 1 give?
-15.39 eV